Computed, not measured: the molecule C4H6N2O, with ωB97M-V/def2-TZVPD.

```
13
Properties=species:S:1:pos:R:3:forces:R:3
N -1.8800 0.6224 -0.1346 -0.1 0.1 0.1
C -0.4940 0.3060 -0.0198 0.0 -0.2 0.2
C 0.6227 1.1552 0.1889 0.0 -0.3 0.5
C 1.7594 0.3975 0.0678 0.0 0.0 0.1
N 1.3548 -0.9134 -0.1450 -0.1 0.0 0.0
C -0.0086 -0.9599 -0.1331 0.1 0.1 -0.2
O -0.7047 -2.1125 -0.1674 -0.1 -0.1 -0.3
H -2.0140 1.2436 -0.9295 -0.1 -0.2 0.1
H -2.2377 1.1153 0.6770 0.0 -0.1 0.0
H 0.4585 2.0065 0.8174 0.5 1.1 -0.6
H 2.8118 0.6605 0.0656 -0.3 -0.1 0.3
H 1.9604 -1.7135 -0.1685 0.0 0.0 -0.1
H -1.6285 -1.8075 -0.1187 0.1 -0.3 -0.1
```
Forces are in eV/Å.

Properties
- Kohn-Sham gap (hartree) = 0.3141
- SMILES string = Nc1cc[nH]c1O
- spin multiplicity = 1
- energy (Ha) = -340.74669
- M (u) = 98.10
- LUMO energy (eV) = 0.96
- energy relative to the best compared isomer or geometry (same formula, charge and spin) (kcal per mole) = 30.3

Computed, not measured: the molecule C4H6N2O, with ωB97M-V/def2-TZVPD.

```
13
Properties=species:S:1:pos:R:3:forces:R:3
C -0.6426 -1.9626 -1.0494 0.0 -0.2 -0.2
O -0.9373 -1.2886 0.1692 0.0 0.2 0.1
C -0.3006 -0.1033 0.2811 0.1 0.1 0.0
C -0.4245 0.8219 1.2883 0.0 -0.1 0.0
N 0.4677 1.8214 0.9344 0.0 0.0 0.0
C 1.0524 1.4568 -0.2266 0.1 0.1 0.0
N 0.6070 0.2997 -0.6528 0.0 0.1 0.1
H -1.1090 -1.4468 -1.8966 0.0 -0.1 0.1
H -1.0413 -2.9725 -0.9545 0.0 0.1 0.0
H 0.4354 -1.9912 -1.2268 -0.2 -0.1 0.0
H -1.0283 0.8757 2.1809 0.1 -0.1 -0.2
H 0.6571 2.6620 1.4549 -0.1 -0.1 -0.1
H 1.8013 2.0494 -0.7328 -0.1 0.0 0.1
```
Forces are in eV/Å.

Properties
- Kohn-Sham gap (hartree) = 0.3318
- SMILES string = COc1c[nH]cn1
- spin multiplicity = 1
- energy (Ha) = -340.75630
- M (u) = 98.10
- LUMO energy (eV) = 0.94
- energy relative to the best compared isomer or geometry (same formula, charge and spin) (kcal per mole) = 24.2

Computed, not measured: the molecule C4H6N2O, with ωB97M-V/def2-TZVPD.

```
13
Properties=species:S:1:pos:R:3:forces:R:3
C 1.9987 0.4732 0.0834 0.2 0.0 -0.1
C 0.5708 0.1773 -0.2003 0.3 -0.3 0.0
C -0.0501 -1.0497 -0.1732 0.5 -0.2 -0.6
N -1.3491 -0.8095 -0.5534 0.0 0.1 0.5
C -1.4829 0.5440 -0.4569 0.2 -0.2 0.1
O -2.5065 0.8623 0.4013 -0.4 0.3 -0.1
N -0.3398 1.1803 -0.3940 -0.2 -0.3 0.3
H 2.1461 1.5537 0.1392 0.0 -0.2 0.0
H 2.6453 0.0584 -0.6917 0.1 0.1 0.1
H 2.2816 0.0313 1.0444 0.1 0.1 -0.1
H 0.3163 -2.0281 0.0807 0.1 -0.1 -0.4
H -2.1634 -1.3906 -0.4329 0.2 -0.1 0.1
H -2.0669 0.3975 1.1533 -1.3 0.8 0.2
```
Forces are in eV/Å.

Properties
- Kohn-Sham gap (hartree) = 0.3262
- SMILES string = Cc1c[nH]c(O)n1
- spin multiplicity = 1
- energy (Ha) = -340.71352
- M (u) = 98.10
- LUMO energy (eV) = 0.52
- energy relative to the best compared isomer or geometry (same formula, charge and spin) (kcal per mole) = 51.1

Computed, not measured: a structure of composition C4H6N2O, with ωB97M-V/def2-TZVPD.

```
13
Properties=species:S:1:pos:R:3:forces:R:3
C 1.1153 0.9073 0.3079 2.0 3.9 4.3
C -0.4001 -0.4252 0.3389 1.5 1.8 1.1
C -1.3170 -1.2398 -0.4354 1.2 1.4 -0.5
C 0.4062 0.1978 -0.7531 0.0 -1.4 0.1
H 2.2752 1.2671 0.5078 -2.9 -0.9 -1.6
H 0.4251 1.7734 0.6136 1.1 -0.6 -0.2
H 0.7006 -0.1981 2.1400 -0.1 0.5 1.0
H -1.0634 0.4554 0.5187 0.0 -0.2 1.0
H -2.0005 -1.9486 -0.1210 -1.2 -1.4 0.1
H 1.1165 -0.4662 -1.1418 0.9 -1.5 -1.1
N 0.8199 -0.2654 1.1614 -0.1 -1.4 -0.9
N -1.4912 -0.5417 -1.4949 -1.7 -1.5 -1.6
O -0.5868 0.4841 -1.6422 -0.6 1.4 -1.7
```
Forces are in eV/Å.

Properties
- Kohn-Sham gap (hartree) = 0.3830
- spin multiplicity = 1
- energy (Ha) = -340.56019
- M (u) = 98.11
- LUMO energy (eV) = 0.92
- energy relative to the best compared isomer or geometry (same formula, charge and spin) (kcal per mole) = 147.3

Computed, not measured: a cluster of 2 separate species, C4H6N2O in total, with ωB97M-V/def2-TZVPD.

```
13
Properties=species:S:1:pos:R:3:forces:R:3
C -0.8110 0.3909 -0.1647 0.3 -0.5 0.6
C 2.6932 -0.0247 0.4584 -0.1 1.0 0.6
C -0.9009 -1.6033 1.3056 -0.5 -1.1 1.4
C -1.2701 1.0505 -1.3976 6.2 1.1 1.0
N -0.9385 -0.6443 0.4503 0.1 0.1 0.2
N 2.0478 0.9358 0.1551 4.1 -0.3 0.2
O 3.4632 -0.7875 0.8643 0.5 -1.1 -0.1
H -1.6119 -1.5720 2.2284 1.4 0.0 -1.9
H -0.1717 -2.4750 1.2077 -1.2 1.5 -0.1
H -0.3820 0.8231 -2.1311 -1.7 0.4 1.1
H -1.1412 2.1242 -1.1917 -0.8 -0.3 -0.5
H -2.1134 0.7099 -1.7754 -4.2 -1.2 -1.9
H 1.1364 1.0723 -0.0094 -4.2 0.4 -0.6
```
Forces are in eV/Å.

Properties
- Kohn-Sham gap (hartree) = 0.3084
- spin multiplicity = 1
- energy (Ha) = -340.64998
- M (u) = 98.10
- LUMO energy (eV) = 0.54
- energy relative to the best compared isomer or geometry (same formula, charge and spin) (kcal per mole) = 90.9

Computed, not measured: a structure of composition C4H6N2O, with ωB97M-V/def2-TZVPD.

```
13
Properties=species:S:1:pos:R:3:forces:R:3
C 0.5028 -1.0770 -0.3797 -0.6 1.4 0.2
C 0.7024 -0.7476 1.0773 0.1 0.1 0.2
O 0.5570 0.6889 1.2503 0.0 0.1 0.0
C -0.2516 1.2737 0.3507 -0.2 0.5 0.2
N -0.6240 2.4787 0.4365 0.1 -0.3 0.0
C -0.6210 0.3413 -0.7390 2.0 -1.5 1.3
N -1.4256 0.3161 -1.7089 2.2 -2.3 1.2
H 1.4190 -0.9583 -0.9799 -0.4 0.2 0.2
H 0.1302 -2.1182 -0.5162 -0.2 0.9 -0.1
H -0.8304 -0.6639 -1.5870 -3.0 0.7 -3.2
H 1.6969 -0.9838 1.4639 -0.2 0.1 0.0
H -0.0458 -1.2493 1.7058 0.1 0.2 -0.1
H -1.2100 2.6993 -0.3736 0.1 0.0 0.2
```
Forces are in eV/Å.

Properties
- Kohn-Sham gap (hartree) = 0.3608
- spin multiplicity = 1
- energy (Ha) = -340.63648
- M (u) = 98.10
- LUMO energy (eV) = 0.25
- energy relative to the best compared isomer or geometry (same formula, charge and spin) (kcal per mole) = 99.4

Computed, not measured: a cluster of 2 separate species, C4H6N2O in total, with ωB97M-V/def2-TZVPD.

```
13
Properties=species:S:1:pos:R:3:forces:R:3
C -0.7423 0.0795 -0.2772 0.0 0.1 0.0
C 0.1955 -0.5248 -1.1434 0.0 -0.1 0.0
N 0.5513 0.2805 -2.1349 -0.1 -0.1 0.2
N -0.1513 1.3980 -1.9151 -0.1 0.2 0.0
C -0.9392 1.3295 -0.8167 0.0 0.0 0.0
H -1.1795 -0.3143 0.6300 0.1 0.1 -0.2
H 0.6233 -1.5188 -1.0920 -0.1 0.2 0.0
H -0.0467 2.1709 -2.5521 0.0 -0.1 0.1
H -1.5632 2.1573 -0.5104 0.1 -0.1 0.0
C 0.8190 -1.2692 2.4503 -0.3 0.2 0.1
O -0.0920 -0.5912 2.8531 0.4 -0.3 -0.1
H 1.6114 -1.6475 3.1247 -0.1 0.1 0.0
H 0.9139 -1.5500 1.3838 0.0 0.1 0.1
```
Forces are in eV/Å.

Properties
- Kohn-Sham gap (hartree) = 0.3763
- SMILES string = c1cn[nH]c1.C=O
- spin multiplicity = 1
- energy (Ha) = -340.71915
- M (u) = 98.10
- LUMO energy (eV) = 0.83
- energy relative to the best compared isomer or geometry (same formula, charge and spin) (kcal per mole) = 47.5

Computed, not measured: the molecule C4H6N2O, with ωB97M-V/def2-TZVPD.

```
13
Properties=species:S:1:pos:R:3:forces:R:3
C -2.2015 0.6339 0.1651 0.0 0.6 -0.2
C -1.4159 -0.4388 0.3294 -1.0 0.0 -1.1
C -0.3735 -0.9908 -0.5336 -0.1 -0.1 -0.1
N 0.8788 -0.7544 -0.6821 -0.5 0.1 0.2
C 1.4058 0.2804 0.1447 -0.1 0.3 0.2
N 2.7524 0.3975 0.0114 0.1 -0.1 0.1
O 0.7468 0.9924 0.8793 0.3 0.0 -0.1
H -2.2064 1.2680 -0.7043 0.6 1.0 0.3
H -3.0079 0.7392 0.8929 -0.2 0.0 -0.6
H -2.3186 -1.0450 0.4841 0.9 -1.6 1.5
H -0.7670 -1.8205 -1.1229 0.2 -0.1 -0.1
H 3.2276 1.0275 0.6379 -0.1 -0.1 -0.1
H 3.2795 -0.2894 -0.5018 -0.2 0.1 0.0
```
Forces are in eV/Å.

Properties
- Kohn-Sham gap (hartree) = 0.3400
- SMILES string = C=C/C=N\C(N)=O
- spin multiplicity = 1
- energy (Ha) = -340.69363
- M (u) = 98.10
- LUMO energy (eV) = 0.30
- energy relative to the best compared isomer or geometry (same formula, charge and spin) (kcal per mole) = 63.6

Computed, not measured: a cluster of 2 separate species, C4H6N2O2 in total, with ωB97M-V/def2-TZVPD.

```
14
Properties=species:S:1:pos:R:3:forces:R:3
C 0.9577 -0.0106 -0.4176 -1.1 -1.8 4.2
C -0.5181 1.3787 -1.2657 -1.4 1.3 0.8
C -1.1800 0.8807 -0.1112 3.0 -0.4 -0.8
C -0.1691 -0.1130 0.5246 0.4 4.5 -6.2
H 2.7815 -0.9303 0.6739 -2.1 0.2 -5.2
H 2.5541 -0.8664 -1.5794 -1.2 0.2 4.0
H -0.8015 1.8324 -2.2894 0.4 -0.4 2.4
H -2.5282 0.3805 1.3413 0.8 2.5 -4.2
H -0.0606 -1.9274 0.9423 -2.9 1.9 2.2
H -0.7224 -0.7721 2.2022 0.4 -1.0 1.0
N 2.0404 -0.9258 -0.5529 2.1 0.9 1.7
N -0.8159 -1.0903 1.2545 3.5 -3.7 -1.1
O 0.8831 1.0972 -1.1650 -2.2 -1.6 -1.3
O -2.4210 1.0664 0.4422 0.4 -2.5 2.4
```
Forces are in eV/Å.

Properties
- Kohn-Sham gap (hartree) = 0.2660
- spin multiplicity = 1
- energy (Ha) = -415.78732
- M (u) = 114.10
- LUMO energy (eV) = -0.07
- energy relative to the best compared isomer or geometry (same formula, charge and spin) (kcal per mole) = 158.9

Computed, not measured: a structure of composition C4H6N2O2, with ωB97M-V/def2-TZVPD.

```
14
Properties=species:S:1:pos:R:3:forces:R:3
C 0.3029 -0.1341 -1.3598 0.5 0.6 -0.3
C 1.1177 -0.3379 0.4000 -0.7 0.3 -0.1
N 0.5727 -1.2210 -2.1589 -0.1 -0.2 0.3
N -0.7040 1.1037 2.0756 0.1 0.1 0.1
C -0.3382 -0.5483 0.3574 0.2 -0.1 0.7
C -1.1374 0.4373 0.9953 0.1 0.0 -0.3
O -0.0026 0.9524 -1.7842 0.2 -0.3 0.3
O 1.7672 0.3920 1.1065 -0.1 -0.2 -0.3
H 1.1731 -1.9305 -1.7677 0.0 0.1 0.0
H 0.7540 -0.9981 -3.1278 -0.1 0.1 0.1
H 0.2355 0.9086 2.4098 -0.1 0.0 0.0
H -1.0921 2.0086 2.2968 0.1 -0.1 -0.1
H -0.6993 -1.5337 0.1121 0.1 0.0 -0.3
H -1.9495 0.9008 0.4450 -0.1 -0.2 0.1
```
Forces are in eV/Å.

Properties
- Kohn-Sham gap (alpha / beta) (hartree) = 0.2822 / 0.2527
- spin multiplicity = 1
- energy (Ha) = -415.88315
- M (u) = 114.10
- LUMO energy (alpha / beta) (eV) = 0.22 / -0.03
- energy relative to the best compared isomer or geometry (same formula, charge and spin) (kcal per mole) = 98.8